Density functional theory data (the ωB97M-V functional and the def2-TZVPD basis) for a structure of composition C16H32O18S4 in a non-equilibrium geometry.

```
70
Properties=species:S:1:pos:R:3:lowdin_charge:R:1
H -10.90 -4.26 4.99 0.129
O -3.69 -0.59 -0.29 -0.212
H -9.11 -3.68 3.42 0.116
O -1.74 -0.30 2.49 -0.210
O -6.39 -0.08 12.40 -0.155
C -6.51 -0.13 1.17 -0.125
O -12.23 -3.02 4.03 -0.184
S -4.53 -1.47 0.44 0.563
C -6.09 -1.46 12.22 -0.211
C -6.10 -7.11 0.58 -0.214
O -10.75 -3.24 2.23 -0.197
H -6.07 -0.19 9.12 0.097
H -4.45 -3.76 5.05 0.142
C 0.56 -0.79 2.26 -0.136
H 0.83 -1.55 2.99 0.130
H -6.81 -2.10 12.73 0.110
O -6.65 -0.64 6.49 -0.206
O -6.16 -2.58 5.13 -0.194
C -6.69 -0.59 -0.29 -0.115
C -6.06 -6.71 2.08 -0.131
H -9.66 -1.97 3.33 0.119
S -12.22 -3.70 2.60 0.567
H -7.21 -1.94 10.50 0.110
O 0.44 0.50 2.90 -0.182
O -5.27 -0.71 1.61 -0.199
H -6.41 0.95 1.29 0.141
H -5.07 -6.87 2.48 0.101
C -4.08 -1.57 5.09 -0.119
H -7.71 0.43 10.93 0.119
H -7.51 -4.27 0.44 0.118
H -4.84 -2.83 3.57 0.105
H -6.34 0.13 -1.03 0.130
C -6.61 -4.90 0.51 -0.200
H -10.79 -2.53 5.40 0.136
O -1.50 1.90 3.51 -0.191
C -5.81 -0.33 10.17 -0.177
C -0.83 -1.02 1.65 -0.149
C -6.63 0.53 11.11 -0.189
C -6.16 -1.71 10.69 -0.167
H -4.76 -0.11 10.32 0.119
C -4.82 -2.81 4.66 -0.150
O -0.97 -0.13 4.79 -0.228
C -6.43 -5.20 2.01 -0.143
S -6.45 -1.00 5.14 0.588
H -6.85 -7.25 2.59 0.104
H -6.53 -8.09 0.41 0.117
H -7.31 -0.52 1.78 0.105
H -1.14 -2.04 1.50 0.130
H -5.07 -7.21 0.18 0.116
S -0.98 0.60 3.57 0.573
H -5.78 -4.30 0.14 0.092
H 1.34 -0.66 1.52 0.135
C -9.96 -3.01 3.42 -0.128
O -5.03 -0.58 4.59 -0.192
H -3.97 -1.39 6.16 0.139
O -13.16 -3.06 1.78 -0.202
C -10.92 -3.24 4.59 -0.150
O -3.94 -2.68 0.91 -0.224
O -12.24 -5.12 2.72 -0.218
O -5.86 -1.77 -0.36 -0.199
O -6.87 -6.14 -0.10 -0.112
H -3.15 -1.42 4.57 0.111
H -6.35 1.58 11.18 0.118
H -5.10 -1.65 12.65 0.113
H -0.89 -0.53 0.68 0.130
H -5.60 -4.63 2.45 0.081
H -7.69 -0.96 -0.48 0.136
O -7.38 -0.66 4.12 -0.229
H -5.51 -2.51 10.34 0.108
H -7.29 -4.96 2.63 0.088
```

Output
LUMO level ... 0.0070 Ha
Orbital gap ... 9.61 eV
HOMO level ... -9.4 eV
Energy ... -97302.18473 eV



Density functional theory data (the ωB97M-V functional and the def2-TZVPD basis) for a structure of composition C40H60FGeN3O3PtS2Si4 in a non-equilibrium geometry.

```
115
Properties=species:S:1:pos:R:3:lowdin_charge:R:1
H -2.31 -5.39 3.22 0.106
Si -0.81 3.71 2.77 0.456
Si 2.11 -0.73 3.60 0.306
H -3.40 -1.15 -2.94 0.044
H 3.63 -0.20 5.43 0.040
C -0.17 3.17 0.43 -0.507
H -3.27 0.52 4.96 0.026
H -2.32 -2.37 -2.22 0.030
C -0.72 -0.45 6.58 -0.219
C -0.50 -6.40 2.75 -0.062
C 1.83 5.38 -3.60 -0.084
H -0.52 0.61 6.44 0.021
H 2.15 2.07 -5.24 0.097
H 2.09 5.54 -2.56 0.111
H 0.36 2.32 4.49 0.025
C -1.35 -5.34 2.72 -0.122
H 4.50 0.46 -6.88 0.179
H -1.78 -3.24 6.49 0.042
H 5.15 0.28 -8.42 0.182
C 1.21 0.74 -2.24 -0.075
H -2.90 4.41 1.62 0.034
C -5.91 -2.57 0.66 -0.083
H 3.90 -1.92 -8.42 0.132
C 2.43 -2.56 3.77 -0.215
H -0.07 6.04 2.52 0.041
H -2.41 -3.54 4.86 0.005
C 2.17 -0.05 -4.79 -0.168
H -1.36 1.85 4.33 -0.017
H -2.59 1.99 -0.07 0.022
C 3.06 0.53 -8.29 -0.073
H 2.87 4.67 -5.43 0.100
H 4.02 -1.87 -5.41 0.134
C 0.75 -6.32 2.07 -0.054
C 2.61 0.11 5.20 -0.209
H -1.64 -0.89 -2.91 0.020
H 1.31 4.93 2.47 0.044
C 2.69 4.44 -4.39 -0.103
C -2.74 1.43 -1.00 -0.178
N 1.13 3.04 -2.98 0.011
C 3.42 -1.63 -6.28 -0.134
H 3.08 1.07 2.22 0.036
C 1.44 -0.62 -2.55 0.052
H 1.25 -1.38 -1.81 0.054
C -0.66 2.69 4.33 -0.187
H 2.74 -2.47 -6.46 0.130
O -0.57 4.33 0.40 0.029
C 0.41 2.50 -0.76 -0.046
H 1.29 0.80 -7.03 0.127
C 1.89 -0.97 -3.81 -0.217
C 0.23 -4.09 1.29 -0.667
H 2.04 -5.16 0.83 0.107
H 1.42 6.25 -4.09 0.109
H -0.76 -7.29 3.30 0.112
C 4.32 -1.45 -7.54 -0.065
H 5.32 -1.83 -7.38 0.132
C 3.06 -0.02 2.17 -0.218
C -5.91 -0.47 1.83 -0.086
H -3.95 -0.99 5.58 0.041
H 2.89 0.14 -9.29 0.131
C 1.93 1.32 -4.49 0.032
H -2.81 4.98 3.29 0.046
C 1.29 4.05 -3.99 -0.274
H 0.53 4.02 -4.77 0.154
H 1.69 -3.05 4.41 0.022
C -2.61 4.13 2.64 -0.140
H -3.73 1.68 -1.39 0.052
C -1.01 -4.15 2.01 -0.645
C -4.78 -0.08 1.12 -0.111
H -7.36 -2.02 2.16 0.104
H 3.11 1.61 -8.33 0.132
S 0.70 -2.77 0.32 0.729
H 0.21 -0.96 6.83 0.021
H -3.23 3.29 2.97 0.031
H 1.46 -0.82 -7.70 0.133
C -3.25 -0.57 4.85 -0.227
C -4.78 -2.19 -0.04 -0.125
H 3.42 -2.72 4.21 0.039
C -1.60 -3.08 5.42 -0.227
O -0.24 2.54 1.60 -0.071
C 0.58 3.38 -1.79 0.016
N 2.72 -0.38 -6.06 -0.132
H -0.67 -3.59 5.15 0.022
O 0.75 0.14 -0.05 -0.301
F 2.04 -2.29 -4.07 0.052
H 0.27 4.40 -1.67 0.143
N 4.39 0.02 -7.80 0.038
H 1.43 -7.16 2.11 0.112
Si -1.54 -1.24 5.10 0.282
H 0.56 5.33 4.03 0.038
H -4.35 -2.87 -0.77 0.100
C -2.49 -1.29 -2.35 -0.202
C 0.77 1.10 -0.93 -0.306
H 2.40 -3.05 2.79 0.003
C -4.20 -0.93 0.17 -0.342
H -6.34 0.20 2.56 0.106
H -4.34 0.89 1.32 0.096
H 4.10 -0.38 2.17 0.038
H 2.59 1.20 5.11 0.029
H 2.58 -0.31 1.24 -0.003
C 1.43 1.70 -3.26 -0.123
Ge -0.27 -0.55 3.13 0.688
H 1.97 -0.17 6.03 0.001
C -6.48 -1.72 1.60 -0.080
H 3.50 3.94 -3.88 0.113
S -2.10 -2.86 2.06 0.712
H -1.40 -0.56 7.44 0.044
Si -2.65 -0.41 -0.72 0.460
H -3.62 -0.82 3.85 0.000
H -6.36 -3.55 0.48 0.105
C 1.10 -5.21 1.36 -0.129
H -0.91 3.33 5.19 0.051
C 0.36 5.14 2.97 -0.147
Pt -0.95 -1.09 0.84 0.454
C 2.01 0.02 -7.27 -0.120
H -1.98 1.75 -1.72 0.029
```

Output
LUMO level (alpha / beta) ... -0.0976 / -0.1642 Ha
Orbital gap (alpha / beta) ... 3.96 / 5.08 eV
HOMO level (alpha / beta) ... -6.6 / -9.6 eV
Spin multiplicity ... 6
Energy ... -168722.83558 eV
Total charge ... +1